Model 1:
Density functional theory data (ωB97M-V/def2-TZVPD) for C5H6S2 in the gas phase.

```
13
Properties=species:S:1:pos:R:3
C -0.4073 -0.8221 -1.3664
C -0.0103 -1.0280 0.0660
C -0.7840 1.7369 0.2857
C -0.0004 2.2578 -0.8542
C 0.5081 2.7033 -1.8432
H -0.5817 -1.7825 -1.7854
H 0.4509 -0.4102 -1.9992
H -1.3366 -0.2061 -1.4624
H -1.7851 1.5557 -0.0494
H -0.8242 2.5156 1.0431
H 1.0023 3.1663 -2.6667
S 0.5442 -2.4615 0.6304
S -0.0919 0.3412 1.1942
```

Calculated values
M: 130.24 g/mol
multiplicity: 1
SMILES: C#CCSC(C)=S
E_LUMO: -0.1 eV

---

Model 2:
Density functional theory data (ωB97M-V/def2-TZVPD) for a molecular structure, C5H6S2.

```
13
Properties=species:S:1:pos:R:3
C -0.3996 1.1878 -0.3300
C -0.4773 -0.1732 -1.0116
C -0.4464 0.4402 0.9903
C 0.7246 -0.5773 0.8826
C 0.7617 -0.9778 -0.5086
H 0.4854 1.8614 -0.5234
H -1.2829 1.8022 -0.4696
H -0.7701 -0.3697 -2.0445
H -0.6684 0.8963 1.9255
H 0.7188 -1.2848 1.6941
H 0.8868 -1.9925 -0.8576
S -1.7888 -0.6612 0.1902
S 2.2560 -0.1513 0.0624
```

Calculated values
M: 130.24 g/mol
multiplicity: 1
E_LUMO: 0.7 eV

---

Model 3:
Density functional theory data (ωB97M-V/def2-TZVPD) for C5H6S2 in the gas phase.

```
13
Properties=species:S:1:pos:R:3
C -1.1378 0.2660 1.4270
C -0.1904 -0.7966 0.9745
C 0.4583 -0.6454 -1.8656
C 0.8134 0.5864 -1.8207
C 0.2500 0.6681 0.9635
H -1.8620 0.5455 0.7752
H -1.3978 0.1164 2.4549
H 0.2213 -1.3477 1.8882
H 0.8061 -1.1370 -2.8554
H 1.1085 1.1930 -2.7362
H 1.2240 0.6025 1.6894
S -0.4791 -1.6789 -0.4753
S 0.1855 1.6279 -0.4195
```

Calculated values
M: 130.24 g/mol
multiplicity: 1
SMILES: C1=CS[C@@H]2C[C@@H]2S1
E_LUMO: 0.8 eV

---

Which is most stable? The ranking, best first, is model 2, model 1, model 3.

---

Model 1:
Density functional theory data (ωB97M-V/def2-TZVPD) for a gas-phase ion, C6H9N4 (charge +1).

```
19
Properties=species:S:1:pos:R:3
C 1.5012 -1.8103 0.3241
C 3.0507 -0.3863 -0.4716
C 0.3612 -0.7594 0.0933
C 0.0470 2.7636 -0.1257
C -0.8720 -1.2324 -0.1283
C -2.1006 -0.4477 -0.3863
N 2.6946 -1.6393 0.0051
N 3.0799 0.7758 0.0519
N 0.1776 1.6039 0.2108
N 0.7014 0.5087 0.2862
H 0.9951 -2.7305 0.7970
H 3.3362 -0.4484 -1.5585
H -0.4276 3.5437 0.4899
H 0.0857 2.9776 -1.1470
H -1.1208 -2.3037 -0.0982
H -2.9919 -1.1203 -0.1622
H -2.0268 -0.3435 -1.5303
H -2.0648 0.4748 0.2137
H 2.8863 0.8192 0.9370
```

Calculated values
M: 137.17 g/mol
multiplicity: 1
net charge: +1
SMILES: [H]\N=C/N=C\C(=C\C)N=[N+]=C
E_LUMO: -6.3 eV

---

Model 2:
Density functional theory data (ωB97M-V/def2-TZVPD) for a gas-phase ion, C6H9N4 (charge +1).

```
19
Properties=species:S:1:pos:R:3
C -0.8650 -1.6058 -2.0821
C 0.4122 -1.9531 -1.5194
C -1.6905 -0.6254 -1.6169
C 0.9721 -1.1927 -0.5618
C -0.1648 0.1954 -0.2231
C -0.4466 1.9827 1.1797
N -1.3245 0.3338 -0.7466
N 2.0780 -1.2457 0.1870
N -0.1566 2.7753 2.1970
N 0.2690 0.9285 0.8763
H -1.0943 -2.3649 -2.8197
H 0.8413 -2.7816 -1.8739
H -2.7233 -0.3442 -1.9576
H -1.3037 2.3721 0.5446
H 2.3607 -2.2185 0.1844
H 2.1965 -0.8182 1.0800
H -0.7895 3.4096 2.6418
H 0.4711 2.4788 2.9479
H 0.9577 0.6740 1.5624
```

Calculated values
M: 137.17 g/mol
multiplicity: 1
net charge: +1
SMILES: N/C=[NH+]/c1ncccc1N
E_LUMO: -4.2 eV

---

Which is most stable? The ranking, best first, is model 2, model 1.

---

Model 1:
Density functional theory data (ωB97M-V/def2-TZVPD) for 2 unconnected molecules or ions with the total composition C4H13N4O.

```
22
Properties=species:S:1:pos:R:3
C -3.6090 -1.3548 -0.4916
C -1.8670 0.3212 -0.2027
N -1.2863 -0.5569 0.6709
N -3.0080 -0.0184 -0.7790
N -0.9857 1.4260 -0.4523
H -1.7196 -1.3720 0.9898
H -0.2582 -0.4411 0.7950
H -3.5898 0.5745 -1.4737
H -1.3831 2.3327 -0.7359
H -0.3081 1.4513 0.3914
H -3.4352 -1.9273 -1.4976
H -4.7153 -1.1439 -0.0998
H -3.0498 -1.7884 0.3031
C 3.8551 0.8632 0.7914
C 2.5816 0.1007 0.3592
O 1.3858 0.2233 0.7454
N 2.8608 -0.8235 -0.6359
H 2.2104 -1.5377 -1.0182
H 3.8224 -1.1753 -0.6509
H 4.4444 1.4104 0.0489
H 4.5765 0.2564 1.3976
H 3.4900 1.8022 1.2237
```

Calculated values
M: 133.18 g/mol
multiplicity: 1
net charge: +1
E_LUMO: -2.6 eV

---

Model 2:
Density functional theory data (ωB97M-V/def2-TZVPD) for 2 unconnected molecules or ions with the total composition C4H13N4O.

```
22
Properties=species:S:1:pos:R:3
C 1.7006 -1.1183 3.2238
C 1.5667 -1.0508 1.7488
O 0.5044 -0.6514 1.2559
N 2.6682 -1.3105 1.0220
H 1.1780 -0.3038 3.7141
H 2.6499 -1.3091 3.7141
H 2.6111 -1.3406 0.0145
H 3.4910 -1.6580 1.4838
H 1.0711 -1.9525 3.5499
C -1.1003 2.4418 -2.5856
C -1.3928 0.4450 -1.1507
N -2.2253 -0.0776 -0.1398
N -1.8849 1.4683 -1.8042
N -0.1903 -0.0548 -1.3001
H -1.7572 0.0521 0.7543
H -2.7146 -0.9513 -0.2159
H -2.8857 1.5274 -1.6923
H 0.3123 0.0065 -2.1698
H 0.1059 -0.6136 -0.4859
H -1.5387 2.5140 -3.5821
H -0.0983 2.0641 -2.7240
H -1.2098 3.3897 -2.0826
```

Calculated values
M: 133.18 g/mol
multiplicity: 1
net charge: +1
E_LUMO: -2.7 eV

---

Model 3:
Density functional theory data (ωB97M-V/def2-TZVPD) for 2 unconnected molecules or ions with the total composition C4H13N4O.

```
22
Properties=species:S:1:pos:R:3
C -0.1498 -2.0250 -2.9546
C 0.3810 0.1452 -1.8411
N -0.5615 -0.2329 -0.9023
N 0.6636 -0.7391 -2.8751
N 0.7463 1.4359 -1.9000
H -0.8676 -1.2136 -0.8452
H -0.5448 0.0534 0.1190
H 1.5115 -0.6679 -3.4294
H 0.7704 1.9259 -2.7897
H 1.0963 1.9465 -1.1044
H -0.8778 -1.7277 -3.7270
H -0.4296 -2.3416 -1.9686
H 0.3916 -2.9796 -3.2190
C -1.6073 -0.0653 2.7043
C -0.1930 0.3841 2.5689
O 0.3417 0.4964 1.4515
N 0.5813 0.8149 3.6733
H 1.4945 1.1422 3.4385
H 0.2200 0.9863 4.5822
H -2.2897 0.8000 2.4316
H -1.8777 -0.4633 3.6399
H -1.9242 -1.0174 2.4240
```

Calculated values
M: 133.18 g/mol
multiplicity: 1
net charge: +1
E_LUMO: -2.7 eV

---

Which is most stable? The ranking, best first, is model 2, model 1, model 3.